# 1
Here is a molecular structure, C9H26BrN2O2Ti in a non-equilibrium geometry from the Open Molecules 2025 dataset. Energies are from ωB97M-V/def2-TZVPD.

Each line ends with the Mulliken charge.
Cartesian coordinates (Å):
Br  -1.35  0.58  2.29  -0.62
Ti  -0.59  -1.48  3.99  0.64
O  3.21  -0.39  0.65  -0.51
O  -2.19  -2.74  -2.19  -0.37
N  2.49  2.53  -0.01  -0.22
N  -3.01  -0.68  -0.59  -0.20
C  1.20  2.21  -0.70  -0.95
C  -4.18  -2.22  0.97  -1.44
C  2.24  0.36  1.36  -0.17
C  2.55  4.00  0.26  -0.83
C  -3.16  -3.01  -1.22  -0.62
C  3.62  2.14  -0.91  -0.84
C  -3.04  -2.09  -0.01  0.32
C  -0.88  -3.17  -1.85  -0.59
C  2.56  1.83  1.32  -0.53
H  -2.07  -2.18  0.47  0.17
H  3.59  1.98  1.66  0.36
H  -0.25  -2.98  -2.71  0.27
H  0.39  2.43  -0.02  0.35
H  1.62  4.30  0.74  0.40
H  2.71  4.51  -0.68  0.38
H  4.56  2.38  -0.43  0.39
H  -3.98  -3.08  1.60  0.39
H  2.90  -1.29  0.55  0.31
H  -2.86  0.03  0.15  0.21
H  1.25  1.18  -1.03  0.43
H  2.20  0.04  2.41  0.30
H  3.54  1.09  -1.13  0.38
H  -0.88  -4.25  -1.64  0.33
H  3.37  4.18  0.95  0.39
H  1.14  2.87  -1.57  0.41
H  3.53  2.74  -1.82  0.40
H  1.88  2.34  1.99  0.43
H  -3.91  -0.44  -1.02  0.39
H  -2.29  -0.58  -1.31  0.35
H  -3.13  -4.06  -0.88  0.40
H  -0.49  -2.63  -0.98  0.18
H  -4.12  -2.83  -1.71  0.38
H  -4.28  -1.35  1.62  0.43
H  -5.12  -2.43  0.46  0.35
H  1.23  0.17  0.99  0.15

Output
Expectation value of S² = 3.7519
Net charge = +2
Relative energy (zero: lowest compared OMol25 entry of this formula, charge and spin) = 0.0 kJ/mol
Multiplicity = 4
E_HOMO (alpha / beta) = -12.93 / -15.55 eV
Frontier orbital gap (alpha / beta) = 7.043 / 9.411 eV

***

# 2
Here is a single C4H8N2OS molecule in a non-equilibrium geometry from the Open Molecules 2025 dataset. Energies are from ωB97M-V/def2-TZVPD.

Each line ends with the Mulliken charge.
Cartesian coordinates (Å):
S  -0.16  2.20  -2.21  -0.44
O  -1.02  1.54  0.40  -0.40
N  -0.36  0.48  -0.18  0.13
N  0.55  -1.55  0.46  -0.63
C  0.19  0.75  -1.43  0.46
C  1.01  -0.31  -2.03  -0.99
C  -0.15  -0.53  0.83  0.52
C  -0.81  -0.29  2.16  -1.03
H  1.15  -0.05  -3.11  0.34
H  1.94  -0.35  -1.40  0.28
H  -0.92  2.30  -0.21  0.26
H  0.55  -1.27  -1.87  0.33
H  0.70  -2.21  1.28  0.22
H  -0.29  0.50  2.64  0.29
H  -0.57  -1.23  2.68  0.36
H  -1.83  0.00  2.01  0.32

Output
Structure (SMILES) = [H]/N=C(\C)N(O)C(C)=S
Net charge = 0
Relative energy (zero: lowest compared OMol25 entry of this formula, charge and spin) = 207.6 kJ/mol
E_HOMO = -8.82 eV
Frontier orbital gap = 9.059 eV

***

# 3
Here is 3 unconnected molecules or ions with the total composition C2H4F4N2O2 in a non-equilibrium geometry from the Open Molecules 2025 dataset. Energies are from ωB97M-V/def2-TZVPD.

Each line ends with the Mulliken charge.
Cartesian coordinates (Å):
F  -1.11  -1.78  1.55  -0.21
F  -2.40  -0.82  -0.76  -0.21
F  -0.86  -0.12  -2.15  -0.14
F  1.04  -1.62  1.74  -0.15
O  -0.93  1.44  0.33  -0.45
O  1.94  0.70  0.76  -0.48
N  -0.03  -1.11  1.04  0.37
N  -0.99  -0.78  -1.02  0.19
C  1.88  0.41  -0.43  -0.02
C  -0.01  -0.85  -0.20  0.11
H  -1.73  1.93  0.32  0.22
H  2.48  -0.48  -0.75  0.28
H  1.30  0.95  -1.30  0.21
H  -0.57  2.13  0.86  0.27

Output
Net charge = 0
Relative energy (zero: lowest compared OMol25 entry of this formula, charge and spin) = 312.8 kJ/mol
E_HOMO = -9.60 eV
Frontier orbital gap = 9.930 eV

***

# 4
Here is a molecular structure, C5H10BrCoO3 in a non-equilibrium geometry from the Open Molecules 2025 dataset. Energies are from ωB97M-V/def2-TZVPD.

Each line ends with the Mulliken charge.
Cartesian coordinates (Å):
Br  -1.97  0.88  0.84  0.20
Co  -3.48  1.14  -0.49  0.64
O  -0.86  -0.44  -1.49  -0.33
O  -1.10  -0.65  3.05  -0.46
O  -0.72  0.11  -3.67  -0.59
C  -0.20  0.05  -2.54  0.41
C  0.23  -0.55  2.59  -0.59
C  0.99  0.44  -0.62  -0.41
C  1.13  0.54  -2.12  -0.34
C  0.02  -0.71  -0.33  -0.07
H  1.97  0.12  -0.29  0.33
H  1.10  1.63  -2.17  0.20
H  0.74  1.37  -0.10  0.35
H  0.49  0.31  1.96  0.28
H  -1.63  -0.13  2.44  0.39
H  0.50  -1.43  2.01  0.29
H  -0.43  -0.56  0.65  -0.39
H  0.55  -1.65  -0.47  0.36
H  0.84  -0.50  3.49  0.36
H  1.85  0.01  -2.74  0.36

Output
Expectation value of S² = 3.7615
Net charge = +1
Relative energy (zero: lowest compared OMol25 entry of this formula, charge and spin) = 143.0 kJ/mol
Multiplicity = 4
E_HOMO (alpha / beta) = -13.47 / -13.45 eV
Frontier orbital gap (alpha / beta) = 6.603 / 5.344 eV

***

# 5
Here is 2 unconnected molecules or ions with the total composition C4H10NO6PS in a non-equilibrium geometry from the Open Molecules 2025 dataset. Energies are from ωB97M-V/def2-TZVPD.

Each line ends with the Mulliken charge.
Cartesian coordinates (Å):
S  1.92  1.60  -0.14  1.22
P  4.93  -0.67  0.03  0.91
O  4.96  0.72  0.82  -0.48
O  5.74  -0.66  -1.23  -0.63
O  5.09  -1.83  0.94  -0.66
O  1.37  1.53  1.23  -0.76
O  1.00  2.32  -1.06  -0.82
O  3.25  2.28  -0.15  -0.78
N  1.21  -0.95  -0.05  -0.36
C  -1.06  0.10  -0.49  -0.02
C  -0.12  -1.11  -0.61  -0.87
C  -1.47  0.35  0.96  -1.12
C  2.11  -0.08  -0.72  -0.65
H  1.16  -0.60  0.90  0.29
H  -1.80  -0.58  1.44  0.31
H  -0.59  -1.97  -0.12  0.37
H  -1.94  -0.06  -1.12  0.40
H  -2.28  1.07  1.02  0.34
H  2.00  -0.08  -1.80  0.17
H  -0.61  0.74  1.50  0.23
H  0.01  -1.36  -1.67  0.32
H  4.26  1.38  0.41  0.46
H  -0.52  0.99  -0.85  0.12

Output
Net charge = -2
Relative energy (zero: lowest compared OMol25 entry of this formula, charge and spin) = 73.5 kJ/mol
E_HOMO (alpha / beta) = 0.20 / 0.20 eV
Frontier orbital gap (alpha / beta) = 5.714 / 5.713 eV

***

# 6
Here is 6 unconnected molecules or ions with the total composition C2H16O5S in a non-equilibrium geometry from the Open Molecules 2025 dataset. Energies are from ωB97M-V/def2-TZVPD.

Each line ends with the Mulliken charge.
Cartesian coordinates (Å):
S  -1.44  -1.20  -2.27  -0.25
O  2.19  0.34  0.65  -0.56
O  -2.16  2.02  -0.08  -0.60
O  -1.66  -1.58  1.19  -0.60
O  1.64  -2.35  1.60  -0.67
O  -0.52  1.68  2.14  -0.72
C  0.14  -0.38  -1.32  0.09
C  0.76  0.74  -2.04  -0.92
H  -1.90  -0.73  0.76  0.32
H  0.43  1.57  -1.38  0.21
H  -1.01  0.93  2.54  0.33
H  2.89  0.84  0.31  0.26
H  0.16  0.93  -2.92  0.29
H  -1.71  1.96  0.74  0.36
H  0.81  -2.17  2.11  0.34
H  -1.65  -2.32  0.50  0.29
H  0.90  -1.14  -1.08  0.27
H  -1.71  2.56  -0.67  0.28
H  -0.29  -0.05  -0.31  -0.05
H  1.88  0.66  -1.97  0.25
H  -2.15  -0.09  -2.38  0.13
H  0.50  1.42  2.25  0.32
H  1.34  -3.03  0.93  0.31
H  2.56  -0.62  0.69  0.33

Output
Structure (SMILES) = CCS.O.O.O.O.O
Net charge = 0
Relative energy (zero: lowest compared OMol25 entry of this formula, charge and spin) = 180.3 kJ/mol
E_HOMO = -9.09 eV
Frontier orbital gap = 9.327 eV

***

# 7
Here is a molecular structure, C23H14BrIN2O7S6Ta from the Open Molecules 2025 dataset. Energies are from ωB97M-V/def2-TZVPD.

Each line ends with the Mulliken charge.
Cartesian coordinates (Å):
Ta  -0.04  -0.12  0.17  1.10
I  3.37  -0.78  -1.22  0.36
Br  1.71  -1.54  -4.21  -0.15
S  -2.02  -4.59  -0.97  -0.07
S  -0.02  2.14  -1.36  1.17
S  -3.47  -6.70  0.54  -0.29
S  -2.15  -4.40  1.90  -0.10
S  -0.30  -2.12  -1.22  -0.19
S  -0.38  -1.93  1.95  -0.47
O  -4.26  -1.43  -0.46  -0.66
O  0.95  1.78  -0.22  -0.48
O  0.52  2.96  -2.39  -0.67
O  -1.26  2.55  -0.73  -0.59
O  -2.08  -0.21  0.26  -0.58
O  -0.20  0.66  -1.81  -0.65
O  1.59  -0.14  1.30  -0.29
N  -0.80  1.02  1.92  0.77
N  -2.16  1.16  2.07  -1.24
C  3.36  2.68  3.75  -0.69
C  -4.23  0.45  1.07  0.18
C  1.36  1.72  2.78  0.97
C  -6.29  -0.52  0.27  -0.71
C  -1.21  -3.23  -0.25  -0.40
C  -0.08  1.72  2.72  -0.15
C  -2.76  0.48  1.15  1.25
C  -1.26  -3.14  1.10  0.58
C  -4.89  -0.50  0.28  0.35
C  3.51  -0.98  -4.28  0.35
C  -6.36  1.36  1.77  -0.78
C  3.54  0.82  2.22  -0.71
C  -7.01  0.39  1.01  -0.32
C  2.15  0.80  2.07  0.71
C  5.55  -0.26  -3.24  -0.50
C  6.16  -0.16  -4.48  -0.55
C  4.12  -0.89  -5.53  -0.45
C  -2.59  -5.31  0.49  0.12
C  4.23  -0.67  -3.13  0.08
C  4.13  1.76  3.05  -0.59
C  -4.98  1.37  1.80  -0.54
C  1.99  2.64  3.62  -0.93
C  5.44  -0.48  -5.63  -0.51
H  1.37  3.34  4.17  0.38
H  7.19  0.16  -4.55  0.35
H  -0.61  2.35  3.43  0.38
H  -6.92  2.08  2.34  0.38
H  -4.44  2.11  2.39  0.43
H  5.21  1.77  3.14  0.38
H  3.83  3.41  4.40  0.39
H  -6.78  -1.28  -0.33  0.45
H  6.10  0.00  -2.34  0.35
H  -8.09  0.36  0.98  0.37
H  5.91  -0.40  -6.60  0.35
H  -3.30  -1.25  -0.43  0.35
H  3.55  -1.13  -6.41  0.38
H  4.13  0.10  1.67  0.36

Output
Net charge = -1
Relative energy (zero: lowest compared OMol25 entry of this formula, charge and spin) = 129.4 kJ/mol
E_HOMO = -4.97 eV
Frontier orbital gap = 6.271 eV

***

# 8
Here is a single C5H11NO molecule in a non-equilibrium geometry from the Open Molecules 2025 dataset. Energies are from ωB97M-V/def2-TZVPD.

Each line ends with the Mulliken charge.
Cartesian coordinates (Å):
O  0.88  -0.63  -1.26  -0.46
N  -0.06  0.83  0.22  0.13
C  -1.59  -0.79  -0.89  -1.22
C  1.77  -1.38  -0.45  -0.68
C  1.18  1.31  0.47  -0.77
C  -0.27  -0.09  -0.71  0.69
C  -1.14  1.24  1.14  -1.02
H  -2.11  1.18  0.63  0.31
H  -1.12  0.56  2.00  0.34
H  1.28  -1.77  0.45  0.29
H  -1.77  -1.52  -0.09  0.24
H  -0.94  2.27  1.44  0.34
H  1.29  2.02  1.27  0.23
H  2.65  -0.82  -0.11  0.29
H  -1.61  -1.33  -1.84  0.34
H  1.92  1.21  -0.30  0.33
H  2.10  -2.19  -1.08  0.25
H  -2.45  -0.12  -0.90  0.39

Output
Net charge = 0
Relative energy (zero: lowest compared OMol25 entry of this formula, charge and spin) = 376.3 kJ/mol
E_HOMO = -6.10 eV
Frontier orbital gap = 7.032 eV